{"formula": "C4H12", "method": "ωB97M-V with the def2-TZVPD basis set", "spin_multiplicity": 2, "de_lowest_kcal_mol": 15.8, "homo_energy_ha": [-0.6183, -0.5668], "charge": 1, "lumo_ev": [-3.0246, -11.5405], "species": ["C", "C", "H", "H", "H", "H", "H", "H", "C", "C", "H", "H", "H", "H", "H", "H"], "positions_angstrom": [[0.2876, -1.8669, 1.1680], [0.7113, -0.8590, 2.2275], [-0.5735, -1.3152, 0.6182], [1.0967, -1.8284, 0.4380], [-0.1252, -2.7715, 1.5914], [1.6033, -1.1859, 2.7848], [-0.0902, -0.7355, 2.9731], [0.8402, 0.1122, 1.7576], [0.1431, 1.2466, -1.2769], [-1.0584, 1.4336, -2.1695], [0.0124, 0.4174, -0.5012], [0.9808, 0.9068, -1.8923], [0.3051, 2.1101, -0.6134], [-1.1409, 2.3766, -2.7170], [-1.9470, 1.3610, -1.5171], [-1.0452, 0.5979, -2.8711]], "lowdin_charge": [-0.0777, -0.1204, 0.1387, 0.0927, 0.0928, 0.1156, 0.0995, 0.0605, -0.0387, -0.0627, 0.1094, 0.1200, 0.1268, 0.1218, 0.1239, 0.0978]}